Record 1
{"formula": "C15H37Cl3GaN2", "method": "ωB97M-V/def2-TZVPD", "total_charge": -1, "total_energy_ha": -4008.6821, "multiplicity": 1, "elements": ["C", "C", "C", "Cl", "Ga", "Cl", "Cl", "H", "H", "H", "H", "H", "H", "H", "C", "C", "N", "C", "C", "C", "C", "H", "H", "H", "H", "H", "H", "H", "H", "H", "H", "H", "H", "H", "H", "H", "C", "C", "N", "C", "C", "C", "C", "H", "H", "H", "H", "H", "H", "H", "H", "H", "H", "H", "H", "H", "H", "H"], "positions_angstrom": [[3.655, -5.795, 2.300], [2.218, -5.884, 3.135], [1.103, -6.849, 2.419], [0.836, -8.435, 3.394], [-0.758, -5.991, 2.144], [-1.112, -5.349, -0.064], [-1.219, -4.233, 3.529], [4.199, -6.856, 2.283], [3.528, -5.373, 1.207], [4.358, -5.029, 2.872], [2.521, -6.268, 4.221], [1.867, -4.755, 3.270], [1.488, -7.201, 1.357], [-1.844, -7.172, 2.405], [-4.506, -0.744, -2.150], [-3.404, -1.398, -1.321], [-2.220, -0.553, -1.146], [-1.058, -1.280, -0.626], [-1.165, -1.867, 0.778], [-2.445, 0.769, -0.558], [-3.111, 0.830, 0.813], [-4.123, -0.399, -3.116], [-5.304, -1.469, -2.345], [-4.958, 0.106, -1.630], [-3.111, -2.313, -1.850], [-3.820, -1.711, -0.359], [-0.174, -0.633, -0.670], [-0.835, -2.102, -1.318], [-1.100, -1.094, 1.546], [-0.330, -2.555, 0.951], [-2.088, -2.435, 0.925], [-3.055, 1.355, -1.257], [-1.495, 1.316, -0.511], [-3.991, 0.184, 0.881], [-3.447, 1.854, 1.010], [-2.419, 0.563, 1.613], [-0.206, 3.972, 0.459], [1.167, 4.576, 0.178], [1.964, 3.805, -0.779], [3.375, 4.203, -0.816], [3.696, 5.616, -1.292], [1.351, 3.556, -2.086], [0.914, 4.766, -2.905], [-0.122, 2.926, 0.771], [-0.696, 4.525, 1.268], [-0.862, 4.024, -0.416], [1.700, 4.611, 1.136], [1.040, 5.613, -0.149], [3.939, 3.488, -1.427], [3.785, 4.088, 0.196], [3.578, 5.714, -2.373], [4.742, 5.848, -1.066], [3.082, 6.374, -0.799], [0.474, 2.915, -1.935], [2.026, 2.943, -2.696], [0.357, 5.496, -2.312], [0.254, 4.439, -3.716], [1.763, 5.269, -3.371]], "forces_ev_per_a": [[0.12, 0.07, 0.47], [1.35, 0.25, 0.15], [1.55, 0.83, -0.76], [0.41, 1.05, -0.58], [-0.64, -0.94, 0.05], [0.33, -0.01, 0.58], [0.32, -0.28, -0.36], [-1.24, 2.32, -0.09], [0.11, -1.02, 2.16], [-1.37, -1.63, -1.16], [-0.94, 0.69, -2.33], [0.34, -2.53, -0.36], [-0.59, 0.63, 2.30], [0.23, 0.57, -0.09], [-0.02, 0.11, 0.03], [0.12, 0.25, -0.09], [0.26, 0.18, -0.19], [0.04, -0.26, -0.10], [0.17, 0.01, 0.16], [-0.22, -0.12, -0.37], [-0.04, 0.23, 0.34], [0.01, 0.00, 0.15], [0.10, 0.06, 0.07], [0.03, -0.03, -0.08], [0.24, 0.13, 0.24], [-0.12, -0.14, 0.08], [-0.19, 0.18, -0.06], [-0.21, 0.07, 0.01], [-0.08, -0.04, 0.00], [-0.22, 0.04, -0.03], [0.19, 0.02, 0.00], [-0.03, -0.15, -0.01], [0.03, -0.33, -0.05], [0.10, -0.01, -0.03], [0.01, -0.05, -0.03], [-0.14, -0.11, -0.04], [-0.04, -0.05, -0.09], [-0.03, -0.33, -0.14], [0.39, -0.07, -0.02], [-0.15, -0.17, 0.26], [0.24, 0.22, -0.17], [-0.29, -0.25, 0.25], [-0.08, 0.14, -0.34], [0.03, 0.14, -0.10], [0.08, -0.04, -0.11], [0.04, -0.06, 0.08], [0.21, -0.03, -0.25], [-0.07, 0.23, 0.04], [-0.25, -0.01, -0.02], [-0.21, -0.01, -0.01], [-0.06, 0.06, 0.10], [-0.08, -0.02, 0.00], [0.02, -0.09, -0.06], [0.10, 0.11, 0.12], [0.11, 0.13, 0.28], [0.06, -0.05, 0.00], [0.07, 0.02, 0.10], [-0.08, 0.08, 0.08]]}

***

Record 2
{"formula": "C15H37N3O8P", "method": "ωB97M-V/def2-TZVPD", "e_above_lowest_kcal_mol": 51.67, "total_charge": 1, "total_energy_ha": -1700.9262, "multiplicity": 1, "elements": ["C", "C", "O", "O", "C", "C", "N", "C", "C", "C", "O", "P", "O", "O", "O", "H", "H", "H", "H", "H", "H", "H", "H", "H", "H", "H", "H", "H", "H", "H", "C", "C", "C", "O", "C", "N", "H", "H", "H", "H", "H", "H", "H", "H", "H", "H", "H", "C", "C", "C", "O", "C", "N", "H", "H", "H", "H", "H", "H", "H", "H", "H", "H", "H"], "positions_angstrom": [[-1.003, -2.781, -1.072], [-1.115, -2.607, -2.660], [-0.135, -2.173, -3.284], [-2.310, -2.979, -3.399], [-3.213, -1.820, -3.434], [-4.750, -2.238, -3.577], [-5.440, -2.593, -2.285], [-4.739, -3.651, -1.463], [-5.790, -1.368, -1.432], [-4.661, -0.982, -0.371], [-4.273, 0.219, -0.346], [-7.053, -3.312, -2.718], [-7.640, -4.042, -1.492], [-8.147, -2.031, -3.046], [-6.954, -4.443, -3.965], [-1.009, -3.893, -0.774], [-1.946, -2.319, -0.614], [-0.073, -2.234, -0.643], [-2.936, -1.235, -4.388], [-2.979, -1.131, -2.556], [-5.296, -1.343, -4.063], [-4.786, -3.084, -4.360], [-5.290, -3.679, -0.448], [-3.653, -3.417, -1.223], [-4.916, -4.669, -1.942], [-6.151, -0.504, -2.081], [-6.713, -1.703, -0.817], [-4.150, -1.686, 0.364], [-8.490, -1.812, -2.139], [-7.023, -4.008, -4.850], [3.023, 0.510, 3.138], [2.340, 0.805, 1.806], [0.917, 0.221, 1.701], [0.875, -1.182, 1.450], [1.015, -1.989, 2.609], [3.201, 0.330, 0.714], [3.361, -0.525, 3.216], [3.906, 1.143, 3.261], [2.350, 0.714, 3.976], [2.254, 1.894, 1.723], [0.425, 0.687, 0.840], [0.310, 0.477, 2.578], [0.549, -1.534, 3.487], [2.069, -2.195, 2.800], [0.524, -2.946, 2.415], [2.785, 0.608, -0.173], [3.139, -0.689, 0.700], [6.303, 5.457, 0.405], [5.310, 4.341, 0.714], [4.766, 4.384, 2.157], [5.672, 3.894, 3.140], [6.632, 4.841, 3.580], [5.936, 3.049, 0.411], [7.281, 5.286, 0.857], [6.462, 5.536, -0.675], [5.929, 6.423, 0.755], [4.456, 4.474, 0.039], [3.895, 3.721, 2.207], [4.408, 5.386, 2.423], [6.226, 5.856, 3.609], [7.518, 4.803, 2.944], [6.940, 4.564, 4.590], [5.242, 2.312, 0.533], [6.617, 2.862, 1.148]], "forces_ev_per_a": [[-0.90, 0.01, -0.23], [3.77, 0.99, -1.08], [-3.77, -1.53, 1.85], [-0.04, 1.31, 1.77], [0.47, 0.50, -0.79], [1.79, 1.02, -1.97], [-0.37, 0.22, -0.91], [-0.27, -1.28, 1.99], [-0.91, 0.00, 1.51], [1.61, 4.48, -0.52], [-1.70, -4.53, -0.19], [-6.11, -3.49, 2.76], [2.62, 2.31, -3.22], [2.94, -1.85, 0.37], [0.34, 3.89, 1.22], [0.11, 1.65, -0.62], [1.31, -0.53, -0.41], [-1.66, -1.00, -0.99], [-0.63, -0.77, 1.43], [-0.68, -0.82, -0.99], [0.70, -1.35, 1.02], [-0.01, 0.96, 1.65], [0.72, -0.07, -1.74], [-1.46, -0.21, -1.02], [0.64, 1.41, 0.49], [1.06, -1.08, 0.85], [1.53, 0.44, -0.69], [-1.11, 0.29, -0.97], [0.05, -0.38, -1.01], [0.02, -0.56, 0.50], [0.10, 0.20, 0.19], [0.10, -0.45, 0.15], [0.04, 0.27, -0.33], [-0.26, 0.23, 0.23], [0.12, -0.28, -0.23], [-0.38, 0.05, -0.15], [-0.06, 0.02, -0.08], [-0.09, -0.07, -0.07], [0.04, -0.03, -0.04], [-0.11, -0.07, -0.09], [0.05, -0.11, -0.02], [0.09, -0.11, 0.10], [0.08, 0.07, -0.02], [-0.05, 0.02, 0.22], [-0.01, 0.09, -0.04], [0.17, 0.08, 0.04], [0.19, 0.14, 0.07], [-0.04, 0.24, -0.19], [0.42, -0.04, 0.24], [-0.11, -0.26, -0.09], [-0.31, 0.37, -0.13], [0.17, -0.32, 0.12], [-0.30, -0.08, 0.24], [-0.08, -0.06, 0.03], [-0.02, -0.08, 0.12], [0.04, -0.04, 0.01], [-0.04, -0.07, 0.11], [0.10, -0.06, 0.04], [0.14, 0.08, 0.00], [-0.01, -0.01, -0.10], [0.03, 0.22, 0.00], [-0.11, -0.03, -0.07], [0.06, -0.02, -0.16], [-0.01, 0.07, -0.18]]}

***

Record 3
{"formula": "C15H38BBr2N3", "method": "ωB97M-V/def2-TZVPD", "smiles": "C[C@@H](Br)[C@H](Br)BN.CCN(CC)CC.CCN(CC)CC", "e_above_lowest_kcal_mol": 13.06, "total_energy_ha": -5931.4562, "multiplicity": 1, "elements": ["C", "C", "Br", "C", "Br", "B", "N", "H", "H", "H", "H", "H", "H", "H", "H", "C", "C", "N", "C", "C", "C", "C", "H", "H", "H", "H", "H", "H", "H", "H", "H", "H", "H", "H", "H", "H", "H", "C", "C", "N", "C", "C", "C", "C", "H", "H", "H", "H", "H", "H", "H", "H", "H", "H", "H", "H", "H", "H", "H"], "positions_angstrom": [[1.096, -4.857, 2.229], [0.069, -3.970, 1.475], [0.247, -2.130, 2.236], [0.237, -3.947, -0.075], [0.375, -5.754, -0.863], [1.458, -3.053, -0.630], [1.233, -1.630, -0.892], [0.577, -5.257, 3.114], [1.441, -5.724, 1.657], [1.930, -4.273, 2.634], [-0.925, -4.309, 1.779], [-0.689, -3.509, -0.487], [2.540, -3.471, -0.894], [0.297, -1.355, -0.612], [1.847, -1.087, -0.292], [-3.072, 0.649, -5.158], [-3.152, -0.455, -4.113], [-2.817, 0.003, -2.777], [-2.570, -1.079, -1.838], [-3.733, -2.019, -1.514], [-3.607, 1.113, -2.268], [-5.128, 0.950, -2.224], [-2.103, 1.151, -5.125], [-3.196, 0.224, -6.156], [-3.855, 1.398, -5.023], [-2.436, -1.230, -4.401], [-4.148, -0.918, -4.155], [-2.183, -0.659, -0.903], [-1.748, -1.688, -2.233], [-4.482, -1.538, -0.887], [-3.361, -2.884, -0.958], [-4.220, -2.398, -2.414], [-3.380, 1.995, -2.875], [-3.248, 1.374, -1.268], [-5.533, 0.583, -3.169], [-5.593, 1.920, -2.029], [-5.447, 0.280, -1.427], [0.963, 1.565, 1.561], [2.158, 2.490, 1.373], [2.538, 3.179, 2.593], [3.448, 4.292, 2.372], [4.833, 3.983, 1.801], [2.842, 2.327, 3.732], [3.927, 1.262, 3.561], [0.123, 2.095, 2.012], [0.636, 1.181, 0.592], [1.210, 0.705, 2.188], [1.879, 3.238, 0.626], [2.992, 1.916, 0.944], [3.565, 4.845, 3.308], [2.952, 4.994, 1.692], [5.478, 3.501, 2.536], [5.326, 4.914, 1.510], [4.783, 3.352, 0.913], [1.919, 1.822, 4.032], [3.094, 2.959, 4.588], [3.787, 0.668, 2.656], [3.897, 0.572, 4.407], [4.927, 1.693, 3.539]], "forces_ev_per_a": [[-0.53, 0.17, 0.73], [1.00, -0.91, 0.00], [-0.40, -0.50, -0.25], [-0.09, 0.90, -0.11], [-0.27, 0.32, 0.30], [-0.38, 1.17, -0.34], [-0.32, -1.64, 1.20], [0.22, 0.08, -0.22], [-0.03, 0.37, -0.09], [-0.01, -0.20, -0.46], [0.07, 0.35, -0.40], [0.24, -0.34, 0.06], [0.06, -0.19, 0.39], [-0.08, 0.14, -0.16], [0.49, 0.31, -0.68], [-0.08, 0.04, -0.02], [-0.02, 0.12, -0.12], [0.25, -0.09, 0.27], [0.14, -0.18, 0.00], [-0.01, -0.10, 0.20], [-0.03, 0.28, -0.16], [-0.11, 0.06, 0.12], [-0.02, -0.01, 0.06], [-0.03, -0.01, 0.02], [0.04, 0.01, -0.01], [0.01, -0.05, 0.20], [-0.04, -0.04, -0.08], [-0.10, 0.16, -0.03], [-0.03, 0.08, -0.17], [-0.04, 0.00, -0.06], [0.00, 0.01, -0.03], [0.01, 0.03, 0.00], [0.01, -0.07, -0.06], [0.08, -0.19, 0.00], [0.03, -0.02, 0.00], [0.03, -0.01, -0.01], [-0.02, -0.06, -0.07], [0.04, -0.12, 0.01], [-0.11, -0.12, 0.02], [0.06, 0.30, 0.11], [-0.05, 0.17, -0.11], [0.15, 0.09, 0.03], [-0.21, -0.23, 0.10], [0.11, -0.06, 0.12], [0.05, 0.01, 0.04], [0.02, 0.00, 0.00], [-0.04, 0.06, -0.01], [0.14, 0.12, 0.08], [-0.01, -0.05, -0.10], [-0.04, -0.14, 0.07], [-0.07, -0.10, -0.04], [-0.01, -0.07, -0.04], [-0.03, -0.01, 0.00], [-0.02, -0.02, 0.03], [-0.01, 0.01, -0.09], [0.04, 0.14, -0.14], [-0.01, 0.03, -0.01], [-0.02, 0.01, -0.02], [0.00, -0.02, -0.10]]}

***

Record 4
{"formula": "C15H38ClN2O4P", "method": "ωB97M-V/def2-TZVPD", "total_energy_ha": -1806.2444, "multiplicity": 1, "elements": ["C", "C", "C", "C", "O", "P", "Cl", "C", "C", "C", "C", "N", "O", "C", "C", "O", "H", "H", "H", "H", "H", "H", "H", "H", "H", "H", "H", "H", "H", "H", "H", "H", "H", "H", "H", "H", "H", "H", "H", "H", "C", "N", "C", "C", "C", "C", "O", "H", "H", "H", "H", "H", "H", "H", "H", "H", "H", "H", "H", "H", "H"], "positions_angstrom": [[-0.665, 0.381, 1.777], [0.207, -0.512, 0.910], [1.490, 0.183, 0.476], [2.388, -0.680, -0.430], [2.667, -0.039, -1.635], [1.820, -0.413, -3.062], [1.447, 1.861, -3.233], [3.359, -0.332, -4.110], [3.668, 0.708, -5.187], [2.886, 0.593, -6.507], [1.656, 1.476, -6.686], [2.003, 2.905, -6.633], [0.327, -0.464, -2.151], [-0.651, -1.154, -2.881], [-0.487, -0.645, -4.300], [0.897, -0.649, -4.505], [-0.912, 1.305, 1.246], [-1.605, -0.116, 2.026], [-0.148, 0.660, 2.702], [0.442, -1.442, 1.445], [-0.329, -0.789, 0.000], [1.237, 1.068, -0.115], [2.035, 0.530, 1.365], [1.894, -1.648, -0.610], [3.345, -0.891, 0.063], [1.988, -1.816, -2.819], [4.163, -0.319, -3.370], [3.371, -1.323, -4.580], [4.728, 0.578, -5.432], [3.587, 1.707, -4.755], [2.562, -0.446, -6.620], [3.567, 0.810, -7.339], [1.242, 1.265, -7.679], [0.906, 1.203, -5.939], [2.621, 3.038, -5.839], [1.177, 3.443, -6.392], [-1.640, -0.948, -2.454], [-0.473, -2.241, -2.849], [-0.979, -1.287, -5.039], [-0.889, 0.374, -4.387], [-1.427, 0.785, 5.673], [-2.831, 0.257, 5.597], [-3.694, 1.345, 5.040], [-3.304, -0.103, 6.961], [-2.955, -0.919, 4.654], [-2.290, -2.216, 5.058], [-0.904, -2.000, 5.212], [-1.465, 1.755, 6.162], [-0.812, 0.089, 6.231], [-1.039, 0.880, 4.663], [-3.640, 2.207, 5.700], [-4.719, 0.989, 4.973], [-3.325, 1.608, 4.051], [-2.643, -0.856, 7.378], [-4.321, -0.486, 6.896], [-3.282, 0.788, 7.584], [-2.544, -0.581, 3.709], [-4.024, -1.098, 4.532], [-2.514, -2.898, 4.231], [-2.736, -2.645, 5.962], [-0.434, -2.840, 5.261]], "forces_ev_per_a": [[0.01, 0.15, -0.03], [0.10, -0.11, -0.07], [0.00, 0.09, 0.06], [-0.23, -0.09, 0.00], [0.27, 0.05, -0.04], [-0.20, -0.35, 0.04], [-0.13, 0.39, -0.01], [0.16, -0.05, 0.09], [0.00, 0.09, 0.03], [-0.04, -0.10, -0.07], [-0.06, 0.03, 0.07], [0.13, -0.01, 0.02], [0.06, -0.14, -0.13], [0.01, 0.17, 0.10], [-0.08, -0.07, -0.04], [-0.02, -0.06, 0.18], [0.01, -0.03, 0.02], [-0.13, -0.03, 0.03], [0.00, -0.02, -0.01], [-0.01, 0.05, 0.02], [-0.02, -0.02, 0.06], [-0.03, -0.01, 0.06], [0.03, -0.03, -0.06], [0.07, 0.02, 0.01], [-0.04, 0.03, 0.00], [0.00, -0.01, -0.12], [0.01, -0.02, -0.09], [0.00, 0.01, 0.03], [-0.02, 0.01, 0.02], [-0.01, -0.04, -0.03], [0.03, 0.03, -0.05], [-0.01, 0.02, 0.03], [-0.04, 0.01, 0.04], [0.09, 0.03, -0.01], [-0.07, 0.04, 0.01], [0.00, -0.06, -0.06], [0.03, 0.03, -0.05], [-0.02, 0.01, -0.01], [0.07, 0.00, 0.02], [0.02, -0.02, 0.00], [0.01, -0.05, -0.01], [-0.05, 0.01, -0.02], [-0.01, 0.01, -0.01], [0.01, 0.00, 0.03], [0.02, -0.04, 0.03], [0.00, 0.00, -0.03], [-0.01, 0.04, 0.07], [0.02, -0.02, 0.02], [0.00, -0.03, -0.01], [0.00, 0.04, -0.03], [0.01, 0.00, 0.00], [0.00, 0.00, 0.01], [0.00, -0.01, 0.01], [0.00, 0.01, -0.01], [0.00, 0.00, 0.00], [0.00, 0.00, -0.01], [0.06, 0.04, -0.10], [0.02, 0.00, 0.00], [0.06, -0.05, 0.04], [-0.02, 0.05, 0.03], [-0.05, 0.00, -0.06]]}

***

The following E_HOMO values (in eV) correspond, in order, to the records above: -5.6; -10.2; -8.2; -6.9.